Entry 1:
This record from OMol25 describes C9H22BrHfO6S as an isolated structure at a distorted geometry. The level of theory is ωB97M-V/def2-TZVPD.

Geometry as XYZ:
```
40
Properties=species:S:1:pos:R:3:forces:R:3:lowdin_charge:R:1
Hf -23.586 -9.810 -3.448 -0.12 0.40 1.45 1.77
Br -19.565 -10.037 -2.726 -0.96 0.11 -0.03 0.03
O -16.918 -10.306 2.106 -0.59 -2.82 0.84 -0.21
S -17.000 -11.738 2.473 1.21 0.36 0.88 0.77
O -16.259 -12.296 3.617 -1.42 1.40 -2.10 -0.19
O -18.601 -12.109 2.639 1.82 1.82 -0.06 -0.19
C -18.881 -13.447 2.906 0.04 -1.81 0.67 -0.30
C -20.241 -13.548 3.498 -1.57 -0.06 -0.27 -0.04
C -16.592 -12.728 0.996 -0.16 0.30 -0.16 -0.06
H -18.181 -13.978 3.550 0.53 0.66 0.29 0.14
H -18.773 -13.999 1.973 -0.59 -0.24 -0.44 0.13
H -20.429 -13.016 4.430 0.67 0.17 0.02 0.10
H -20.512 -14.586 3.691 0.21 -0.11 -0.16 0.11
H -20.974 -13.159 2.791 -0.20 -0.05 -0.08 0.08
H -15.525 -12.612 0.809 -0.03 0.13 0.21 0.10
H -17.180 -12.261 0.206 0.08 0.01 -0.02 0.08
H -16.847 -13.783 1.096 0.06 0.19 0.37 0.08
C -21.374 -5.768 1.232 0.74 -0.54 -0.67 0.01
O -21.791 -7.072 0.744 -0.07 0.70 0.44 -0.08
C -22.308 -7.854 1.789 -1.21 -1.38 -1.51 -0.15
C -22.975 -9.127 1.208 0.46 -0.53 -1.84 -0.11
O -23.912 -8.832 0.083 1.07 -0.08 2.06 -0.17
C -25.076 -8.307 0.691 -0.80 0.76 -0.53 -0.19
C -26.250 -8.241 -0.266 0.43 0.10 0.47 -0.18
O -26.048 -9.228 -1.242 0.04 -1.42 -1.44 -0.28
C -27.179 -10.113 -1.361 -1.08 0.49 -1.12 -0.06
H -20.887 -5.202 0.438 -0.14 -0.41 -0.18 0.11
H -20.633 -5.962 2.007 -0.10 0.32 0.42 0.12
H -22.223 -5.179 1.580 -0.18 -0.22 0.32 0.12
H -23.202 -7.358 2.165 0.09 0.63 0.80 0.14
H -21.583 -8.111 2.562 0.04 0.35 0.22 0.16
H -23.454 -9.753 1.961 -0.40 0.58 0.28 0.14
H -22.294 -9.844 0.750 0.64 0.36 -0.12 0.12
H -24.927 -7.258 0.949 0.36 0.06 0.74 0.14
H -25.403 -8.905 1.541 0.48 0.01 0.22 0.15
H -26.405 -7.260 -0.715 0.10 -0.05 -0.15 0.15
H -27.113 -8.483 0.355 -0.29 0.10 -0.33 0.14
H -27.215 -10.509 -2.375 0.41 -0.36 0.05 0.09
H -28.077 -9.495 -1.351 -0.12 -0.05 0.31 0.11
H -27.279 -10.907 -0.621 0.55 0.17 0.15 0.11
```
Forces are in eV/Å.

Energy above the lowest of the compared OMol25 structures with the same formula, charge and spin (kJ/mol): 777.1
Molecular weight (u): 516.7
E (hartree): -3826.0845
Net charge: +3
HOMO (eV): -18.07
Largest force on an atom (eV/A): 3.0

Entry 2:
This record from OMol25 describes C30H20Cl2MnN7O3 as an isolated structure at a distorted geometry. The level of theory is ωB97M-V/def2-TZVPD.

Geometry as XYZ:
```
63
Properties=species:S:1:pos:R:3:forces:R:3:lowdin_charge:R:1
Mn 0.047 -0.304 -0.043 -0.50 -0.14 -0.90 0.76
Cl -4.486 -4.775 -2.427 -0.02 -0.14 -0.01 0.63
C -3.745 -3.312 -1.859 -0.10 0.25 0.02 -0.70
C -2.402 -3.334 -1.515 0.06 0.01 0.10 -0.04
C -1.779 -2.168 -1.073 -0.26 0.26 -0.02 -0.21
N -0.476 -2.043 -0.622 0.09 -0.08 0.00 -0.01
C 0.312 -3.117 -0.237 0.24 0.10 0.14 -0.47
O 0.006 -4.311 -0.343 -0.06 0.03 -0.02 0.00
C 1.553 -2.655 0.369 -0.28 -0.22 -0.06 -0.21
C 2.461 -3.545 0.951 0.19 0.13 0.07 -0.04
C 3.619 -3.077 1.523 -0.15 -0.22 -0.05 -0.12
C 3.874 -1.672 1.463 -0.04 0.22 -0.01 -0.11
C 2.947 -0.851 0.883 0.23 0.07 0.09 -0.16
N 1.776 -1.278 0.365 0.01 0.28 0.12 0.00
C -2.505 -0.946 -1.050 -0.04 -0.37 -0.06 -0.19
C -3.861 -0.962 -1.355 0.09 0.08 0.04 -0.05
C -4.480 -2.140 -1.747 0.16 -0.20 0.00 -0.69
Cl -6.183 -2.118 -2.092 -0.09 0.06 -0.03 0.62
N -1.752 0.174 -0.655 0.00 0.45 0.20 0.03
C -2.113 1.405 -1.101 -0.08 -0.51 -0.02 -0.45
O -3.040 1.618 -1.884 0.06 0.08 0.04 0.02
C -1.327 2.591 -0.644 0.09 0.21 -0.18 -0.10
C -1.566 3.766 -1.341 0.05 -0.07 0.06 -0.03
C -1.102 4.999 -0.929 0.00 0.01 0.02 -0.08
C -0.411 5.042 0.304 -0.04 0.00 -0.05 -0.08
C -0.131 3.899 0.965 0.15 0.20 0.08 -0.08
N -0.515 2.634 0.513 -0.34 -0.10 0.12 0.02
H -1.844 -4.254 -1.559 0.02 0.00 0.00 0.09
H 2.205 -4.596 0.926 0.00 -0.01 0.01 0.11
H 4.326 -3.748 1.992 -0.01 -0.02 -0.02 0.08
H 4.792 -1.252 1.853 -0.01 0.03 -0.04 0.08
H 3.146 0.215 0.800 -0.02 -0.06 0.03 0.10
H -4.443 -0.058 -1.294 0.01 0.03 -0.05 0.10
H -2.189 3.666 -2.218 -0.03 -0.03 0.01 0.11
H -1.287 5.895 -1.502 -0.01 -0.01 0.00 0.09
H -0.096 5.983 0.735 0.04 -0.04 0.04 0.10
H 0.438 3.938 1.879 0.04 -0.10 -0.02 0.11
O 2.505 2.829 0.367 0.02 -0.03 -0.01 0.02
C 1.704 2.035 -0.141 0.00 -0.01 0.08 -0.42
N 0.508 1.592 0.679 0.24 -0.04 -0.13 -0.07
C 0.833 1.436 2.110 -0.04 -0.10 0.02 -0.09
C 0.260 0.170 2.690 -0.19 0.19 -0.37 -0.22
C 0.430 -0.119 4.031 0.02 -0.07 0.32 -0.01
C -0.193 -1.231 4.576 -0.02 0.14 -0.50 -0.04
C -0.994 -1.996 3.738 0.04 -0.07 0.51 -0.04
C -1.098 -1.657 2.408 -0.09 -0.16 -0.65 -0.06
N -0.466 -0.605 1.871 0.32 -0.06 1.13 0.05
C 1.667 1.515 -1.453 -0.11 -0.08 0.03 -0.20
C 2.451 2.078 -2.493 0.08 0.02 0.03 -0.01
C 2.304 1.619 -3.769 -0.08 -0.08 0.09 -0.09
C 1.394 0.571 -4.027 0.11 0.10 -0.08 -0.08
C 0.711 0.019 -2.966 -0.16 -0.27 -0.04 -0.11
N 0.831 0.446 -1.713 0.38 0.40 -0.03 0.01
H 0.408 2.250 2.694 0.04 0.06 0.00 0.12
H 1.913 1.491 2.237 0.01 -0.06 -0.04 0.13
H 1.049 0.535 4.632 -0.01 -0.01 0.01 0.12
H -0.059 -1.486 5.618 -0.02 -0.02 0.02 0.11
H -1.518 -2.863 4.114 -0.02 -0.01 -0.08 0.11
H -1.693 -2.246 1.721 0.07 -0.03 -0.03 0.13
H 3.127 2.880 -2.230 -0.01 0.01 -0.04 0.11
H 2.872 2.057 -4.580 0.02 0.01 0.02 0.10
H 1.245 0.192 -5.027 -0.03 -0.04 0.03 0.09
H 0.042 -0.821 -3.117 -0.02 0.02 0.08 0.12
```
Forces are in eV/Å.

Energy above the lowest of the compared OMol25 structures with the same formula, charge and spin (kJ/mol): 12.6
Molecular weight (u): 652.4
Expectation value of S²: 8.829
E (hartree): -3835.6904
Net charge: -1
HOMO (spin up / spin down) (eV): -2.22 / -4.72
2S+1: 6
Largest force on an atom (eV/A): 1.2

Entry 3:
This record from OMol25 describes a 2-piece molecular cluster, C6H10O2 overall at a distorted geometry. The level of theory is ωB97M-V/def2-TZVPD.

Geometry as XYZ:
```
18
Properties=species:S:1:pos:R:3:forces:R:3:lowdin_charge:R:1
C 3.496 -0.254 -0.114 -0.04 -0.13 0.27 -0.07
C 2.308 -0.842 0.042 0.70 0.32 0.38 -0.07
C -0.925 0.836 -0.039 0.42 -0.57 0.34 -0.38
C -1.519 -0.081 -1.127 0.53 0.04 -0.90 -0.03
C -2.015 -1.014 -0.042 -0.31 0.13 -0.54 -0.40
C -1.623 -0.019 1.036 -0.23 -0.14 1.05 -0.04
H 3.665 0.606 -0.759 -0.43 -0.16 -0.11 0.05
H 4.404 -0.531 0.406 -0.15 -0.38 0.17 0.04
H 1.481 -0.407 -0.487 -0.26 -0.26 -0.26 0.01
H 2.084 -1.663 0.744 0.38 0.43 -0.52 0.07
H -1.041 2.629 0.695 -0.05 -0.12 -0.27 0.10
H 0.159 0.717 0.059 -0.23 0.32 -0.12 0.10
H -0.847 -0.555 -1.873 -0.34 0.45 0.39 0.13
H -2.332 0.435 -1.635 -0.13 -0.10 -0.11 0.13
H -2.500 0.479 1.480 0.23 -0.17 -0.12 0.13
H -0.982 -0.418 1.830 -0.17 0.07 -0.01 0.12
O -1.303 2.184 -0.123 -0.08 0.20 0.00 -0.01
O -2.510 -2.102 -0.092 0.15 0.09 0.38 0.11
```
Forces are in eV/Å.

Energy above the lowest of the compared OMol25 structures with the same formula, charge and spin (kJ/mol): 215.5
Molecular weight (u): 114.1
E (hartree): -385.0203
HOMO (eV): -9.64
Structure (SMILES): O=C1CC(O)C1.C=C
Largest force on an atom (eV/A): 1.1

Q: The highest energy above the lowest of the compared OMol25 structures with the same formula, charge and spin belongs to which entry?
A: C9H22BrHfO6S